{
  "formula": "C44H68F2N2O12S3",
  "method": "ωB97M-V with the def2-TZVPD basis set",
  "homo_energy_ev": -8.39,
  "e_above_lowest_kcal_mol": 136.5,
  "orbital_gap_ev": 8.2,
  "smiles": "C#CCCCc1c(CCCF)c(CCC(N)=O)c(CCCS(=O)(=O)O)c2c1Sc1c(cc([C@H](F)CC)c(COC(C)=O)c1S)N2.COCCOCCOC.COCCOCCOC",
  "energy_ha": -4123.6367,
  "symbols": ["C", "C", "C", "C", "C", "C", "C", "C", "C", "C", "F", "C", "C", "C", "C", "N", "O", "C", "C", "C", "C", "S", "O", "O", "O", "C", "C", "S", "C", "C", "C", "C", "C", "F", "C", "C", "C", "C", "O", "C", "C", "O", "C", "S", "N", "H", "H", "H", "H", "H", "H", "H", "H", "H", "H", "H", "H", "H", "H", "H", "H", "H", "H", "H", "H", "H", "H", "H", "H", "H", "H", "H", "H", "H", "H", "H", "H", "H", "H", "H", "H", "H", "H", "H", "H", "C", "O", "C", "C", "O", "C", "C", "O", "C", "H", "H", "H", "H", "H", "H", "H", "H", "H", "H", "H", "H", "H", "H", "C", "O", "C", "C", "O", "C", "C", "O", "C", "H", "H", "H", "H", "H", "H", "H", "H", "H", "H", "H", "H", "H", "H"],
  "coordinates": [[7.658, 5.587, -1.447], [6.603, 5.015, -1.660], [5.164, 4.507, -2.043], [5.226, 2.951, -2.417], [5.691, 2.806, -3.932], [5.654, 1.271, -4.302], [6.796, 0.318, -4.069], [8.088, 0.903, -3.385], [9.248, 1.333, -4.389], [10.586, 0.604, -3.869], [11.769, 1.260, -4.288], [6.625, -1.134, -4.464], [7.840, -2.121, -4.170], [7.472, -3.206, -3.030], [6.560, -2.594, -1.894], [5.125, -2.702, -1.858], [7.085, -1.948, -0.983], [5.332, -1.646, -5.085], [5.218, -3.184, -5.451], [6.293, -3.676, -6.525], [5.739, -4.857, -7.470], [6.195, -6.491, -6.707], [5.689, -7.620, -7.499], [7.671, -6.635, -6.653], [5.551, -6.643, -5.189], [4.177, -0.693, -5.309], [4.396, 0.750, -4.900], [2.925, 1.837, -5.170], [1.592, 0.707, -4.577], [1.768, -0.726, -5.038], [0.771, -1.739, -4.582], [-0.378, -1.367, -3.669], [-1.335, -2.528, -3.215], [-1.888, -2.332, -1.899], [-0.564, -3.933, -3.124], [0.679, -3.897, -2.144], [-0.523, 0.070, -3.263], [-1.709, 0.543, -2.348], [-2.935, 0.022, -2.922], [-3.943, 0.086, -1.938], [-3.974, -0.738, -0.600], [-4.860, 0.866, -2.145], [0.467, 1.135, -3.703], [0.395, 2.890, -3.217], [2.905, -1.103, -5.894], [8.628, 6.125, -1.478], [4.514, 4.708, -1.139], [4.717, 5.081, -2.910], [4.194, 2.489, -2.272], [5.908, 2.371, -1.716], [6.747, 3.216, -4.028], [5.008, 3.442, -4.562], [7.786, 1.803, -2.761], [8.426, 0.123, -2.622], [9.036, 1.131, -5.475], [9.440, 2.442, -4.203], [10.515, 0.569, -2.733], [10.502, -0.470, -4.219], [8.737, -1.566, -3.749], [8.221, -2.618, -5.117], [8.465, -3.448, -2.528], [7.095, -4.180, -3.459], [4.713, -1.827, -1.507], [4.719, -2.845, -2.789], [5.365, -3.766, -4.484], [4.202, -3.485, -5.840], [6.663, -2.836, -7.183], [7.134, -4.159, -5.929], [6.297, -4.851, -8.461], [4.626, -4.797, -7.641], [6.242, -6.400, -4.529], [0.934, -2.794, -4.961], [-2.207, -2.627, -3.923], [-0.273, -4.317, -4.147], [-1.306, -4.687, -2.709], [1.501, -3.186, -2.447], [1.144, -4.938, -2.163], [0.418, -3.668, -1.069], [-1.823, 1.659, -2.261], [-1.495, 0.155, -1.297], [-4.773, -0.360, 0.111], [-4.245, -1.827, -0.794], [-2.997, -0.655, -0.027], [-0.842, 3.342, -3.618], [2.829, -2.122, -5.967], [-7.687, 3.276, 1.681], [-6.722, 2.845, 2.620], [-5.665, 2.113, 2.012], [-4.417, 2.158, 2.882], [-3.691, 3.381, 2.765], [-4.278, 4.522, 3.389], [-4.176, 4.495, 4.907], [-5.169, 3.638, 5.457], [-4.804, 3.146, 6.732], [-8.168, 2.417, 1.201], [-8.443, 3.855, 2.212], [-7.226, 3.920, 0.925], [-5.434, 2.523, 1.023], [-6.001, 1.074, 1.905], [-3.733, 1.383, 2.524], [-4.643, 1.928, 3.924], [-5.303, 4.673, 3.052], [-3.695, 5.376, 3.031], [-4.353, 5.503, 5.304], [-3.174, 4.163, 5.199], [-3.876, 2.568, 6.667], [-5.596, 2.481, 7.079], [-4.690, 3.968, 7.445], [-10.300, -2.821, 10.195], [-10.069, -1.447, 10.428], [-9.080, -1.225, 11.427], [-8.458, 0.155, 11.263], [-7.481, 0.214, 10.225], [-7.982, 0.182, 8.888], [-8.650, 1.482, 8.465], [-9.968, 1.560, 8.996], [-10.417, 2.895, 9.117], [-10.686, -3.306, 11.098], [-11.040, -2.912, 9.400], [-9.379, -3.314, 9.868], [-8.296, -1.987, 11.365], [-9.574, -1.291, 12.403], [-7.913, 0.385, 12.183], [-9.217, 0.927, 11.140], [-8.630, -0.681, 8.730], [-7.101, 0.038, 8.256], [-8.733, 1.513, 7.372], [-8.046, 2.330, 8.806], [-9.762, 3.459, 9.789], [-11.418, 2.878, 9.550], [-10.460, 3.379, 8.137]],
  "atomic_forces_ev_per_a": [[-0.26, -0.25, -0.78], [-0.94, 0.71, -0.78], [1.33, -0.45, 1.02], [-0.45, 0.37, 0.04], [0.41, -0.88, 0.95], [-0.75, -1.94, -1.11], [-2.33, -0.47, -1.02], [-0.85, -0.60, 0.05], [1.20, 0.40, 1.43], [-1.76, -0.03, 0.14], [-1.31, -0.96, 0.35], [-1.07, 1.74, -0.27], [-0.58, 0.29, 0.42], [0.61, -0.22, 0.10], [-0.10, 1.38, 1.31], [1.16, 0.35, -1.57], [-0.35, -1.12, -1.67], [0.04, 2.00, 0.45], [0.23, 0.41, 0.12], [-0.34, -1.05, 0.32], [0.32, 0.81, 0.79], [2.54, -4.15, -2.15], [-0.97, 2.48, 1.35], [-2.35, 1.95, 1.12], [0.86, 1.07, -1.07], [3.42, 0.74, 1.33], [0.55, -2.12, 0.02], [0.00, -1.25, 0.72], [-0.38, -1.94, 0.16], [-2.62, 0.95, 2.01], [0.23, 2.47, 0.42], [1.91, 1.92, -0.91], [0.61, -0.93, -0.11], [0.81, 0.14, -1.42], [-0.31, 0.39, 0.62], [0.42, -0.79, -0.13], [1.26, 0.09, -0.94], [1.14, -0.55, -0.03], [-0.15, -0.26, 2.30], [-2.11, 1.58, 0.06], [0.42, -0.45, 0.36], [1.42, -1.43, 0.15], [0.08, -3.27, -1.43], [-0.08, -0.54, -0.15], [-0.46, 0.60, 2.30], [-1.33, -0.86, 0.37], [0.66, -0.40, -1.02], [0.81, -0.48, 0.98], [1.20, 0.64, -0.42], [-0.69, 0.88, -0.87], [-1.31, -0.51, 0.02], [0.73, -0.92, 0.46], [0.36, -1.17, -0.82], [-0.23, 1.02, -1.02], [0.17, 0.18, 1.19], [-0.32, -1.32, -0.65], [0.57, 0.34, -1.42], [0.87, 1.15, 0.12], [-1.41, -0.43, -0.64], [-0.63, 0.49, 1.24], [-1.41, 0.20, -0.46], [0.13, 1.10, 0.43], [0.51, -0.65, 0.24], [0.24, -0.18, 0.46], [-0.25, 0.54, -1.35], [0.94, 0.59, 0.51], [-0.35, -0.91, 0.90], [-0.65, 0.96, -1.11], [-0.71, -0.38, 1.31], [1.21, -0.29, 0.21], [-0.38, -0.22, -0.59], [-0.42, 1.41, 0.71], [0.83, 0.28, 0.81], [-0.31, 0.59, 1.11], [0.77, 0.98, -0.54], [-1.02, -0.62, 0.15], [-0.55, 1.29, 0.15], [0.00, -0.21, -1.28], [0.44, -1.14, -0.33], [-0.52, 0.29, -1.31], [0.87, -0.03, -1.34], [0.75, 1.36, 0.08], [-1.10, -0.46, -0.89], [0.62, -0.84, 0.01], [0.45, 0.54, -0.22], [0.08, -0.12, 0.18], [0.11, 0.21, -0.10], [-0.17, 0.07, 0.48], [0.06, 0.03, -0.32], [-0.23, -0.03, 0.14], [0.32, 0.01, 0.05], [-0.56, -0.02, -0.12], [0.21, -0.23, 0.03], [-0.17, 0.06, -0.25], [-0.02, 0.07, -0.13], [0.06, -0.08, 0.06], [-0.04, -0.06, -0.12], [0.04, -0.04, -0.03], [0.14, -0.11, -0.16], [0.01, 0.09, -0.06], [-0.21, 0.09, 0.00], [-0.09, -0.11, 0.21], [0.06, -0.10, 0.03], [0.21, 0.11, -0.04], [0.02, 0.00, -0.03], [0.08, 0.07, 0.12], [-0.02, 0.10, -0.06], [0.10, -0.04, 0.12], [-0.05, 0.24, 0.07], [0.20, -0.10, -0.17], [-0.39, 0.32, -0.20], [0.23, -0.22, 0.08], [-0.26, -0.01, -0.06], [0.24, 0.23, 0.03], [-0.42, -0.40, -0.03], [0.12, 0.19, 0.24], [-0.02, -0.30, 0.00], [0.05, -0.14, -0.02], [0.00, 0.09, 0.06], [0.01, -0.11, 0.08], [0.04, 0.02, 0.02], [0.18, -0.03, 0.16], [0.05, -0.07, -0.08], [-0.15, -0.14, -0.12], [-0.20, 0.15, 0.03], [0.01, 0.08, 0.09], [0.24, 0.06, -0.06], [0.04, -0.01, 0.01], [0.03, 0.12, -0.09], [0.04, -0.08, -0.08], [0.03, 0.15, 0.01]],
  "mulliken_charge": [0.018, -0.488, -0.651, -0.036, -1.502, -0.109, 0.547, -1.471, -0.471, -0.269, -0.322, 0.638, -0.511, -0.299, 0.292, -0.457, -0.573, 0.969, -0.752, -0.498, -0.844, 1.152, -0.624, -0.602, -0.471, -0.382, 0.249, -0.385, 0.276, -0.162, -0.513, 0.015, 0.285, -0.262, -0.689, -0.818, 0.611, -0.380, -0.305, 0.646, -0.628, -0.579, -0.278, -0.291, -0.354, 0.382, 0.311, 0.324, 0.195, 0.331, 0.257, 0.593, 0.363, 0.509, 0.371, 0.332, 0.301, 0.179, -0.207, 0.444, 0.569, -0.143, 0.292, 0.169, 0.232, 0.271, 0.441, 0.120, 0.350, 0.382, 0.360, 0.003, 0.292, 0.376, 0.399, 0.148, 0.326, 0.272, 0.299, 0.152, 0.170, 0.259, 0.243, 0.199, 0.409, -0.813, -0.253, -0.555, -0.317, -0.481, -0.398, -0.581, -0.240, -0.587, 0.327, 0.244, 0.330, 0.385, 0.375, 0.399, 0.133, 0.152, 0.405, 0.420, 0.357, 0.336, 0.014, 0.349, -0.777, -0.254, -0.576, -0.371, -0.472, -0.356, -0.586, -0.287, -0.774, 0.321, 0.232, 0.330, 0.351, 0.421, 0.401, 0.150, 0.161, 0.408, 0.403, 0.379, 0.328, 0.243, 0.326]
}